No. 1
The following is a DFT calculation (the ωB97M-V functional and the def2-TZVPD basis) of C37H27AsMnN4O6 as an isolated structure.

Values from the calculation:
Kohn-Sham gap (spin up / spin down): 0.1153 / 0.1569 Ha
Electronic energy: -149197.0268 eV
Total charge: +2
Expectation value of S²: 0.788
F_max: 0.0197 hartree/bohr
Spin multiplicity: 2
E_HOMO (spin up / spin down): -12.38 / -12.38 eV

Geometry (Å):
O (-2.050543, -0.348951, 0.637337)
C (-1.189436, 2.143115, -0.442288)
O (3.194665, -0.820378, 2.117359)
H (2.387968, -4.111000, 0.556330)
H (-1.058212, -1.161850, 6.652201)
C (-2.548782, -0.466146, 1.884513)
H (4.618778, -1.456235, -2.970454)
C (-3.159428, -2.787935, -3.328174)
H (-2.415427, 9.085344, -1.405321)
C (-1.002035, 7.843813, -0.311197)
C (2.133676, -2.990061, -1.274626)
C (-1.480770, -0.816538, 4.233296)
C (-0.966726, 10.191828, -0.271240)
H (5.923638, -2.366945, -1.087304)
H (-3.485357, -2.014876, -5.298838)
C (0.698491, 8.981581, 1.020441)
C (2.871344, -3.516180, -0.211888)
C (-0.626504, -5.298888, 0.696762)
C (-1.563634, 9.044778, -0.742290)
H (2.202493, -1.815146, -3.094236)
C (-1.288714, 3.513622, -0.539351)
O (-3.704061, -0.439268, 2.159193)
N (-1.308738, 6.528062, -0.564967)
C (0.047883, -7.411135, -0.997100)
O (-0.189900, -1.148973, 6.230915)
C (-0.848540, -6.610566, 1.094051)
C (2.757636, -2.241179, -2.268826)
H (0.714450, -5.917385, -2.380447)
C (-0.454996, -2.334799, -3.830859)
H (-1.360725, 11.151618, -0.574699)
H (0.591358, -2.182442, -4.060743)
C (0.614762, 3.681500, 0.901767)
C (0.149167, 10.163796, 0.599016)
C (-0.064613, -5.062259, -0.552276)
H (4.808995, -3.683516, 0.678497)
H (-4.207569, -2.971628, -3.139077)
H (0.566486, 11.103719, 0.929754)
C (-1.423960, -0.639649, 2.869191)
C (-1.405484, -2.027498, -4.793522)
C (-0.265138, -0.973880, 4.920658)
N (-0.255367, -0.609293, 2.243400)
C (0.958731, -0.950184, 4.221733)
H (-2.066312, 6.202914, -1.139808)
C (0.108924, 7.791870, 0.553185)
H (-1.906644, 1.501907, -0.936020)
H (1.900267, -1.074831, 4.737721)
C (-2.751097, -2.250226, -4.541627)
O (-0.309167, -2.308627, 0.168416)
H (0.306133, -8.233820, -1.648804)
H (-0.687328, -8.677596, 0.564115)
N (-0.230736, 1.538289, 0.284568)
Mn (-0.252895, -0.488537, 0.371319)
C (4.858440, -2.542839, -1.138322)
H (-2.440960, -0.835885, 4.731920)
C (-0.511826, -7.658260, 0.249866)
H (-1.285781, -6.814050, 2.061405)
H (-1.090411, -1.627121, -5.746533)
H (1.549590, 8.943367, 1.683804)
H (-2.084792, 3.925376, -1.141397)
H (1.340400, 4.270542, 1.442797)
C (-2.220576, -3.102238, -2.361502)
C (4.234368, -3.284075, -0.145011)
C (2.040021, -0.697849, 1.865363)
C (0.275860, -6.107871, -1.406963)
H (-2.543602, -3.532278, -1.418627)
As (0.265413, -3.292692, -1.141536)
O (1.547703, -0.464178, 0.629504)
C (-0.865779, -2.870177, -2.613162)
C (-0.409217, 5.767569, 0.132522)
N (0.449860, 6.498100, 0.806559)
H (1.434710, 1.801494, 1.490683)
H (-0.889033, -4.472576, 1.344730)
C (-0.377395, 4.318612, 0.150479)
C (0.912671, -0.764673, 2.862151)
C (4.125353, -2.027416, -2.197367)
C (0.657971, 2.309780, 0.938914)

Forces on the atoms, in the same order (eV/Å):
0.780 0.421 -0.211
0.033 0.186 0.038
-0.093 -0.016 -0.050
0.007 0.001 -0.026
-0.070 0.005 0.085
-0.320 -0.051 0.309
0.007 0.018 -0.027
-0.005 -0.014 0.014
-0.031 -0.020 -0.028
0.174 -0.102 0.111
0.050 0.010 0.075
0.050 0.021 -0.241
0.020 -0.035 0.017
0.028 0.004 -0.001
-0.024 0.009 -0.026
-0.105 -0.205 -0.081
-0.005 -0.040 0.009
-0.009 -0.010 -0.001
0.064 0.122 0.057
0.068 -0.022 0.109
0.089 -0.225 0.038
0.092 -0.029 -0.065
-0.166 -0.004 -0.091
0.012 0.031 -0.021
0.049 -0.010 -0.099
0.003 0.054 -0.007
-0.078 0.130 -0.062
-0.004 0.002 0.006
0.165 -0.038 -0.054
-0.016 0.017 -0.008
-0.123 -0.021 0.021
0.040 -0.286 0.021
-0.115 -0.009 -0.089
-0.029 -0.017 0.098
0.006 -0.012 0.013
-0.019 -0.006 0.007
0.031 0.014 0.024
0.059 -0.009 0.173
-0.001 -0.034 0.008
0.051 -0.003 0.052
-0.031 -0.195 -0.071
-0.065 0.051 -0.234
0.018 0.029 0.002
-0.100 0.527 -0.082
-0.020 0.003 -0.006
0.011 0.009 0.027
0.023 0.002 0.000
0.084 0.534 0.305
0.007 -0.004 -0.015
-0.004 -0.021 0.008
-0.104 -0.192 -0.033
-0.042 -0.884 -0.048
0.003 0.001 0.008
-0.017 0.016 0.023
-0.006 -0.006 0.010
-0.009 0.002 0.017
0.013 0.015 -0.020
0.039 0.017 0.027
-0.012 0.026 -0.012
-0.001 0.032 -0.003
-0.001 0.004 0.063
-0.032 -0.017 0.001
0.286 -0.162 0.337
0.007 0.015 -0.012
0.017 0.010 -0.034
0.021 -0.259 -0.382
-0.795 0.582 -0.234
-0.058 0.100 0.022
0.167 0.156 0.115
0.013 -0.499 0.018
-0.007 0.025 0.009
0.004 -0.018 0.000
-0.084 0.121 -0.059
-0.013 -0.014 0.176
-0.034 -0.020 -0.004
0.062 0.185 -0.016


No. 2
The following is a DFT calculation (the ωB97M-V functional and the def2-TZVPD basis) of C16H22Si2 in the gas phase.

Values from the calculation:
Kohn-Sham gap: 0.3483 Ha
Electronic energy: -32705.0690 eV
SMILES: C[Si](C)(c1ccccc1)[Si](C)(C)c1ccccc1
F_max: 0.0325 hartree/bohr
Energy above the lowest of the compared OMol25 structures with the same formula, charge and spin: 0.3 kcal/mol
E_HOMO: -8.66 eV

Geometry (Å):
H (1.899114, -2.574025, -1.819125)
H (-0.788414, -0.702644, -4.036144)
C (2.346119, -1.921763, 1.474035)
H (-4.189245, 1.638035, -3.179762)
Si (0.866149, -0.947225, 0.859966)
H (-2.067846, 1.059288, 4.124111)
H (1.663627, -1.600916, -3.265853)
C (1.192403, -1.967409, -2.351647)
C (-0.603821, -2.138821, 0.972235)
H (-1.066071, 1.347958, -0.321783)
Si (0.830199, -0.430175, -1.422726)
C (-3.264646, 1.192780, -2.835636)
H (-1.446100, -1.631181, 0.476605)
C (-1.487750, 1.061221, -1.269886)
H (-0.837198, -2.308280, 2.019685)
H (2.360300, 1.441289, -1.021859)
H (0.304097, -2.595969, -2.585470)
C (-0.206124, 2.087115, 4.122164)
H (2.009559, 1.206978, -2.799107)
H (1.732383, 2.918473, 3.818495)
H (-0.506640, 2.734848, 4.896028)
C (2.228124, 0.733481, -1.853968)
C (-2.732325, 1.538034, -1.615726)
H (-0.429018, -3.100943, 0.481254)
H (2.456006, 1.264882, 2.243287)
C (-1.101703, 1.135484, 3.682492)
H (-2.972383, 0.128677, -4.660980)
C (1.439093, 1.255349, 2.577575)
H (-1.529979, -0.367600, 2.258189)
C (0.513694, 0.364853, 2.092063)
H (3.038310, -1.166518, 1.816905)
H (1.972372, -2.510784, 2.300179)
C (-1.328363, -0.102091, -3.333826)
H (-3.244050, 2.242667, -0.997100)
C (-0.765907, 0.234591, -2.103944)
H (2.842418, -2.510343, 0.701140)
H (3.160827, 0.194811, -1.958715)
C (-2.582451, 0.370408, -3.698991)
C (-0.759399, 0.287912, 2.650811)
C (1.054637, 2.137553, 3.565030)

Forces on the atoms, in the same order (eV/Å):
0.513 -0.424 0.173
0.280 -0.415 -0.232
-0.007 0.736 -0.801
-0.185 -0.087 0.197
-0.615 -1.360 -0.751
-0.623 0.036 0.293
-0.039 -0.381 -0.246
-0.721 -0.734 -0.637
0.025 0.325 -0.422
0.089 0.106 0.364
0.594 0.326 0.095
-0.731 0.454 -0.445
-0.041 -0.399 0.204
-0.280 0.278 0.483
-0.157 -0.208 0.072
-0.018 0.198 -0.550
0.596 0.449 0.069
0.147 -0.640 -0.428
0.030 0.494 -0.190
0.465 0.409 0.554
-0.123 0.847 0.778
-0.026 0.079 0.745
0.102 0.254 -0.245
0.029 0.162 -0.018
0.392 0.066 -0.396
0.080 -0.039 -0.134
-0.314 -0.125 -0.516
-0.342 0.290 0.505
0.292 0.004 0.117
-0.462 -0.980 -0.342
0.519 -0.023 0.378
0.200 -0.297 0.215
-0.191 0.138 0.085
-0.285 0.213 0.439
-0.041 -0.285 0.164
-0.110 -0.193 0.205
0.295 -0.235 0.003
0.925 -0.176 0.280
-0.341 0.701 0.069
0.077 0.436 -0.136


No. 3
The following is a DFT calculation (the ωB97M-V functional and the def2-TZVPD basis) of C6H5BrFNO2 as an isolated structure.

Values from the calculation:
Kohn-Sham gap: 0.3181 Ha
Electronic energy: -84642.3314 eV
F_max: 0.1043 hartree/bohr
Energy above the lowest of the compared OMol25 structures with the same formula, charge and spin: 31.0 kcal/mol
E_HOMO: -9.29 eV

Geometry (Å):
F (-2.260911, 1.525249, -1.658579)
H (-1.722031, -1.970571, 1.450726)
C (-0.079011, 1.092161, -0.880972)
C (0.633239, 0.168164, 0.025257)
N (-1.965965, 1.983637, 0.585970)
H (0.776533, -1.289438, 1.323868)
C (-2.258029, -0.584316, 0.055244)
O (-1.134547, 2.430320, 1.306177)
H (0.252066, 2.113127, -0.628698)
O (-3.222712, 2.151376, 0.674796)
C (-1.561250, 1.123502, -0.531540)
C (-1.340879, -1.167434, 0.753919)
H (0.056368, 0.937602, -1.964212)
C (0.086146, -0.782544, 0.796607)
H (1.663782, 0.315980, -0.034885)
Br (-4.119938, -0.831222, 0.022988)

Forces on the atoms, in the same order (eV/Å):
0.275 -0.209 1.156
0.840 0.536 -0.946
-1.415 0.883 1.010
-1.235 -0.677 -0.195
-4.261 0.333 -0.475
1.702 -2.108 2.118
0.254 5.051 -1.787
0.894 0.433 0.919
0.225 -0.189 -0.363
3.207 -0.189 0.032
-1.873 -3.688 -2.125
0.614 -2.063 2.497
-0.120 -0.199 0.501
-1.624 2.188 -2.662
1.681 -0.105 0.461
0.837 0.003 -0.139


No. 4
The following is a DFT calculation (the ωB97M-V functional and the def2-TZVPD basis) of a 2-piece molecular cluster, CH4N2O overall.

Values from the calculation:
Kohn-Sham gap: 0.3321 Ha
Electronic energy: -6125.6327 eV
F_max: 0.0913 hartree/bohr
Energy above the lowest of the compared OMol25 structures with the same formula, charge and spin: 112.4 kcal/mol
E_HOMO: -8.25 eV

Geometry (Å):
H (1.734717, 1.566040, -0.628893)
N (-2.070466, 0.616499, 0.054538)
H (-1.091395, -0.992321, 0.790413)
H (-2.499284, -1.361299, -0.190187)
H (2.165558, 0.532682, 0.877916)
N (-1.833197, -0.533011, 0.130644)
O (1.736483, -0.369882, -0.867199)
C (1.857585, 0.541295, -0.167230)

Forces on the atoms, in the same order (eV/Å):
-0.031 -0.239 0.662
-0.089 1.731 -0.462
-0.446 0.877 -1.051
0.914 1.458 -0.088
-0.010 -0.358 0.603
-0.323 -4.079 1.584
-0.509 -4.004 -1.973
0.494 4.613 0.725


Which of these has the highest electronic energy?
CH4N2O


Which of these has the lowest F_max?
C37H27AsMnN4O6